The molecule C21H26N4O2 in a non-equilibrium geometry, computed with wB97M-V/def2-TZVPD.

```
53
C21H26N4O2 | OMol25 | wB97M-V/def2-TZVPD
C 1.7389 3.9071 2.0490
H 1.0104 3.1454 1.7838
H 1.2075 4.7310 2.5207
H 2.4214 3.4783 2.7795
C 2.5125 4.3991 0.8299
C 1.6110 5.0218 -0.2438
C 1.1019 4.0243 -1.2837
H 1.9384 3.5048 -1.7581
H 0.5123 4.5485 -2.0418
O 0.2152 3.0591 -0.7229
C 0.6914 1.8461 -0.4521
N 1.9233 1.5155 -0.7294
C 2.3367 0.2630 -0.4273
C 3.6557 -0.1298 -0.7089
C 4.0656 -1.3988 -0.3962
C 3.1871 -2.3125 0.2045
C 1.8965 -1.9560 0.4920
C 1.4501 -0.6615 0.1789
N 0.1742 -0.2960 0.4542
C -0.2165 0.9091 0.1533
C -1.6310 1.3144 0.4602
C -1.8469 1.2542 1.8823
N -2.0035 1.1882 3.0130
H -1.8181 2.3312 0.1020
C -2.6659 0.3622 -0.2168
O -3.5400 0.7990 -0.9277
N -2.4756 -0.9136 0.1205
H -1.6124 -1.1462 0.6013
C -3.2439 -2.0022 -0.4495
C -2.6049 -2.5097 -1.7484
C -1.2604 -3.1810 -1.4833
C -1.4259 -4.3268 -0.4896
C -2.0249 -3.8209 0.8195
C -3.3663 -3.1332 0.5720
H -4.0810 -3.8645 0.1904
H -3.7592 -2.7333 1.5085
H -2.1704 -4.6557 1.5082
H -1.3312 -3.1241 1.2952
H -0.4586 -4.7971 -0.3001
H -2.0861 -5.0836 -0.9197
H -0.8507 -3.5599 -2.4219
H -0.5528 -2.4498 -1.0874
H -3.2857 -3.2260 -2.2121
H -2.4815 -1.6702 -2.4353
H -4.2340 -1.5908 -0.6774
H 1.2099 -2.6451 0.9589
H 3.5384 -3.3054 0.4417
H 5.0783 -1.7058 -0.6111
H 4.3186 0.5858 -1.1694
H 0.7575 5.5078 0.2326
H 2.1673 5.7830 -0.7940
H 3.2329 5.1493 1.1625
H 3.0744 3.5713 0.3931
```

Results
LUMO ... -0.56 eV
SMILES ... CCCCOc1nc2ccccc2nc1[C@H](C#N)C(=O)NC1CCCCC1
Energy relative to the best compared isomer or geometry (same formula, charge and spin) ... 13.8 kJ/mol
Kohn-Sham gap ... 0.31528 hartree

Atom charges from the Löwdin analysis, given in e for atoms 1 to 2: -0.0939, 0.0536

=====

The molecule C21H26N4O3S in a non-equilibrium geometry, computed with wB97M-V/def2-TZVPD.

```
55
C21H26N4O3S | OMol25 | wB97M-V/def2-TZVPD
C -1.2434 5.0480 0.7103
H -0.5234 5.7172 0.2232
O -1.1134 5.0945 2.1096
C 0.1918 4.9193 2.6052
C 0.5948 3.4575 2.8605
N 0.7993 2.7036 1.6385
C -0.1190 1.8059 1.1791
N -0.0215 1.1292 0.0811
C 1.1227 1.2890 -0.6203
C 2.1350 2.1545 -0.2137
N 3.1736 2.0975 -1.1062
C 2.8564 1.1996 -2.0841
C 3.5872 0.7936 -3.1952
C 3.0194 -0.1445 -4.0297
C 1.7507 -0.6767 -3.7787
C 1.0164 -0.2812 -2.6839
C 1.5669 0.6652 -1.8232
H 0.0351 -0.6814 -2.4820
H 1.3472 -1.4090 -4.4623
H 3.5647 -0.4789 -4.8998
H 4.5672 1.2011 -3.3934
H 4.0276 2.6223 -1.0198
C 2.0143 2.9467 0.9692
O 2.8195 3.7541 1.4025
S -1.5614 1.5210 2.1336
C -2.1440 0.0575 1.2371
H -3.0268 -0.2903 1.7741
C -1.0319 -0.9928 1.2556
O -0.1590 -0.9563 2.1003
N -1.0627 -1.9357 0.2902
C -2.1677 -2.2184 -0.5910
C -2.8583 -3.5526 -0.2741
H -3.0972 -3.5975 0.7891
C -2.0286 -4.7704 -0.6823
C -1.0155 -5.2415 0.3664
C -0.2625 -4.1294 1.1056
C 0.0358 -2.8859 0.2639
H 0.9026 -2.3685 0.6799
H 0.2478 -3.1491 -0.7740
H -0.8305 -3.8025 1.9780
H 0.6778 -4.5389 1.4768
H -0.2951 -5.8896 -0.1375
H -1.5303 -5.8527 1.1106
H -1.5122 -4.5412 -1.6170
H -2.7011 -5.6053 -0.8916
H -3.7999 -3.5676 -0.8272
H -1.7935 -2.2510 -1.6220
H -2.9047 -1.4203 -0.5262
H -2.4001 0.3778 0.2302
H -0.1698 2.9626 3.4604
H 1.5472 3.4660 3.3984
H 0.2112 5.4361 3.5690
H 0.9295 5.3852 1.9395
H -2.2548 5.3855 0.4904
H -1.1131 4.0385 0.3069
```

Results
LUMO ... 0.52 eV
SMILES ... COCCn1c(SCC(=O)N2CCCCCC2)nc2c([nH]c3ccccc32)c1=O
Energy relative to the best compared isomer or geometry (same formula, charge and spin) ... 87.4 kJ/mol
Kohn-Sham gap ... 0.30316 hartree

Atom charges from the Löwdin analysis, given in e for atoms 1 to 2: -0.1043, 0.0939

=====

A structure of composition C21H27BClMoN17O5 in a non-equilibrium geometry, computed with wB97M-V/def2-TZVPD.

```
73
C21H27BClMoN17O5 | OMol25 | wB97M-V/def2-TZVPD
Mo 0.2383 1.1248 -0.6621
C -3.2122 0.9771 -1.8462
C -2.6885 -0.0256 -0.8780
C -3.4618 -0.9985 -0.2457
C -2.5663 -1.7546 0.4764
N -1.3370 -1.2629 0.2804
N -1.4009 -0.1880 -0.5261
B -0.0459 -1.9364 0.7787
N 0.3726 -1.3406 2.1148
C 1.3645 -1.7890 2.9253
C 1.5028 -0.8910 3.9554
C 0.5668 0.1157 3.6708
C 0.3525 1.3982 4.3962
N -0.1248 -0.2036 2.5796
N 1.0937 -1.7519 -0.2384
C 2.0285 -2.6623 -0.5273
C 2.9938 -2.0719 -1.3145
C 2.5880 -0.7495 -1.4576
C 3.3225 0.3394 -2.1535
N 1.4256 -0.5697 -0.8034
N -0.3345 -3.4190 0.9587
C -0.7409 -4.0588 2.0862
C -1.0717 -5.3441 1.7448
C -0.8342 -5.4259 0.3517
C -1.0171 -6.5951 -0.5350
N -0.4019 -4.2542 -0.0793
H -3.8436 0.4637 -2.5709
H -2.4205 1.4899 -2.3868
H -3.8334 1.7174 -1.3418
H -4.5218 -1.1251 -0.3251
H -2.7405 -2.6089 1.0994
H 1.8943 -2.6907 2.6957
H 2.1765 -0.9212 4.7834
H -0.1249 1.1918 5.3667
H -0.3167 2.0295 3.7976
H 1.4974 2.8102 5.1184
H 1.9535 -3.6727 -0.1825
H 3.8771 -2.5212 -1.7184
H 4.3096 -0.0240 -2.4306
H 3.4378 1.1939 -1.4812
H 2.8183 0.6581 -3.0693
H -0.7657 -3.5608 3.0339
H -1.4123 -6.1332 2.3818
H -1.0796 -7.5082 0.0512
H -0.1967 -6.6652 -1.2456
H -1.9406 -6.4883 -1.1046
O 3.1479 2.2486 0.7979
Cl 2.6892 1.3350 1.8565
O 1.6077 2.0191 4.5751
O 0.4246 1.4049 0.9287
O 2.7677 -0.0656 1.3846
N 1.0921 2.7368 -3.7706
C 1.4477 3.3057 -2.5871
N 1.8285 4.5602 -2.3928
N 1.9485 4.6834 -1.0972
N 1.6573 3.6058 -0.4902
N 1.3612 2.6601 -1.3930
C 0.4334 1.5480 -3.7883
N 0.0655 0.8743 -4.8684
N -0.4941 -0.2134 -4.4101
N -0.5018 -0.2564 -3.1419
N 0.0812 0.8636 -2.6654
H 1.2173 3.2521 -4.6291
C -1.6091 3.6075 1.1899
C -1.5541 3.6680 -0.2934
C -2.1441 4.8532 -0.9850
O -1.0760 2.7453 -0.9664
H -2.6446 3.6549 1.5254
H -1.0839 4.4609 1.6123
H -1.1381 2.6848 1.5356
H -3.2213 4.8795 -0.8290
H -1.9440 4.8142 -2.0531
H -1.7389 5.7722 -0.5685
```

Results
2S+1 ... 2
LUMO (alpha / beta) ... -6.94 / -6.94 eV
Kohn-Sham gap (alpha / beta) ... 0.16458 / 0.16460 hartree
Net charge ... +1

Atom charges from the Löwdin analysis, given in e for atoms 1 to 2: 1.9492, -0.0196

=====

A structure of composition C21H27BIKN12O3, computed with wB97M-V/def2-TZVPD.

```
66
C21H27BIKN12O3 | OMol25 | wB97M-V/def2-TZVPD
K -1.1597 0.3758 2.0155
N -4.5955 -0.1057 3.2992
C -3.6654 -1.1372 3.3678
N -3.9127 -2.3281 2.8247
N -2.8146 -3.0460 3.1207
N -1.9757 -2.3218 3.7916
N -2.4879 -1.0803 3.9808
C -4.3020 1.2430 3.3924
N -5.1406 2.1641 2.9318
N -4.5504 3.3340 3.2500
N -3.4355 3.1246 3.8543
N -3.2282 1.7862 3.9705
H -5.3636 -0.2970 2.6772
O 1.7094 1.7393 2.0897
C 2.2799 0.6578 2.1396
C 2.9117 -0.0057 0.9258
C 2.4112 -1.4378 0.5967
C 1.3524 -1.9984 1.5430
C 1.9030 -2.4136 2.9041
C 2.8530 -1.3560 3.4718
N 2.3619 -0.0010 3.3278
H 3.9980 -0.0031 1.0666
H 2.6837 0.6630 0.0981
H 3.2616 -2.1297 0.5672
H 1.9880 -1.4075 -0.4054
H 0.8577 -2.8516 1.0771
H 0.5750 -1.2519 1.6692
H 2.4574 -3.3545 2.8120
H 1.0746 -2.5907 3.5942
H 3.8230 -1.4231 2.9695
H 3.0415 -1.5366 4.5315
H 1.7630 0.3977 4.0408
I 0.6075 0.7515 9.4457
C 0.0435 0.9412 7.4738
C -1.2299 1.1431 6.9757
N -1.1147 1.2212 5.6505
N 0.1466 1.0788 5.2395
C 0.8669 0.9105 6.3438
H -2.1859 1.2241 7.4636
H -1.9176 1.3438 4.9535
H 1.9370 0.7737 6.3016
C 2.3247 0.2771 -6.7758
C 0.8007 0.3565 -6.8755
C 0.3165 -0.8621 -7.6748
C 0.4447 1.6358 -7.6462
C 0.1275 0.3755 -5.5000
C -1.2637 0.4477 -5.4250
C -1.9489 0.4662 -4.2101
C -1.2018 0.4117 -3.0515
O -1.6003 0.4077 -1.7630
B -0.4323 0.3265 -0.9003
O 0.6822 0.2881 -1.8543
C 0.1868 0.3389 -3.1091
C 0.8658 0.3197 -4.3120
H 2.7575 0.2637 -7.7795
H 2.6452 -0.6291 -6.2592
H 2.7359 1.1361 -6.2432
H 0.7919 -0.8885 -8.6604
H -0.7639 -0.8371 -7.8179
H 0.5606 -1.7860 -7.1477
H 0.9334 1.6424 -8.6256
H 0.7682 2.5184 -7.0917
H -0.6312 1.7178 -7.8018
H -1.8436 0.4895 -6.3402
H -3.0291 0.5226 -4.1720
H 1.9457 0.2647 -4.3064
```

Results
LUMO ... 3.42 eV
Energy relative to the best compared isomer or geometry (same formula, charge and spin) ... 75.1 kJ/mol
Kohn-Sham gap ... 0.18842 hartree
Net charge ... -2

Atom charges from the Löwdin analysis, given in e for atoms 1 to 2: 0.6162, 0.1080

=====

no.,M (g mol⁻¹),E (eV)
1,366.5,-32255.5104
2,414.5,-45138.3716
3,739.8,-72826.4755
4,672.3,-71343.5744